ORCA calculation (the ωB97M-V functional and the def2-TZVPD basis) on a structure of composition C8H32LiN14O12RbS in a non-equilibrium geometry.

Geometry as XYZ:
```
69
Properties=species:S:1:pos:R:3:forces:R:3
Rb 2.670 -0.364 3.389 -0.29 -0.05 -0.16
S 0.279 -0.193 0.252 1.14 -1.95 1.00
O 0.810 1.210 4.762 0.80 -0.88 -0.47
O 0.279 -0.618 1.657 1.52 0.02 1.45
O 2.618 -1.036 -5.453 0.42 -0.95 -1.19
O -3.503 -0.987 -0.085 2.06 -2.43 -0.40
O -2.220 -0.139 -2.943 -0.79 -1.56 0.89
O 4.012 0.418 0.971 -0.64 0.33 -0.23
O -3.130 -4.336 2.458 0.02 -0.77 -0.44
O 2.843 -5.803 -0.195 -0.22 -0.56 0.16
O 1.001 5.584 -0.762 0.19 0.41 -0.24
O 1.528 0.364 -0.279 0.86 0.05 0.30
O -0.747 0.801 0.161 -3.12 2.91 -1.28
O -0.126 -1.376 -0.516 -0.08 -0.80 -1.42
N -2.409 -2.247 2.720 -0.32 0.40 0.03
N -1.291 1.882 -2.884 0.86 1.34 1.70
N 0.994 -1.346 -3.961 -1.39 -0.46 0.97
N 0.988 -4.514 -0.618 1.33 -0.84 0.58
N -0.879 -3.953 2.315 0.50 0.34 -0.12
N -1.733 0.984 -4.814 -0.01 0.71 -5.46
N 1.352 3.483 -1.412 -0.22 -1.25 -0.04
N -5.517 -0.276 0.242 -3.05 -0.46 0.56
N -0.370 2.953 5.230 -2.26 2.37 1.20
N -3.685 1.161 0.341 -0.32 0.84 0.36
N 0.154 4.004 0.601 -0.17 -0.98 -0.47
N 2.888 0.051 -3.534 -1.04 -0.53 1.49
N 2.790 -3.695 0.723 -0.91 0.21 -1.32
N -0.985 1.585 3.473 0.83 -0.52 -0.50
C 2.178 -0.853 -4.344 0.94 1.75 -0.03
C -0.189 1.887 4.499 1.64 -1.76 -0.36
C 2.224 -4.776 -0.062 -0.04 1.19 0.01
C -2.181 -3.575 2.441 -0.20 1.04 0.95
C -4.229 -0.064 0.176 1.63 1.66 -0.37
C 0.850 4.391 -0.569 -1.31 1.24 1.55
C 4.798 1.615 0.803 -0.92 -0.42 0.09
C -1.783 0.825 -3.542 0.33 0.03 1.81
Li -1.812 -0.680 -0.986 -0.48 -0.25 -0.31
H 0.576 -1.998 -4.620 0.12 0.43 0.40
H 1.587 3.883 -2.305 0.28 -0.42 0.03
H 0.457 -5.306 -0.958 0.19 0.48 -0.03
H -6.233 0.395 0.483 0.40 -0.14 0.10
H -1.205 1.668 -1.906 0.31 0.28 0.46
H -1.948 1.791 3.451 -0.83 0.18 -0.20
H 2.690 -2.791 0.230 -0.11 -0.56 0.48
H -0.277 4.808 1.014 0.15 0.43 0.06
H 0.519 -1.167 -3.070 0.59 -0.24 -0.51
H 0.144 2.853 6.093 -0.40 0.56 0.15
H 5.582 1.479 0.068 0.10 -0.12 -0.18
H -1.330 3.324 5.199 1.03 0.17 0.59
H -1.344 1.857 -5.185 -0.45 -0.79 0.28
H -0.500 3.210 0.650 1.02 0.11 -0.50
H 3.875 -0.038 -3.737 -0.17 0.23 0.13
H 3.106 0.511 0.563 0.89 0.00 -0.06
H -0.503 2.398 -3.255 -0.25 -0.06 -0.01
H -0.732 -4.933 2.189 0.17 -0.18 -0.14
H -2.665 1.218 0.347 -0.35 0.07 -0.13
H -4.267 1.974 0.294 0.17 0.28 0.11
H 3.772 -3.895 0.808 0.28 -0.11 0.07
H -0.574 0.803 2.977 -0.67 -0.25 -0.65
H -0.091 -3.309 2.215 -0.77 -0.35 -0.06
H -1.713 -1.514 2.667 -0.07 -0.31 -0.32
H 4.179 2.470 0.527 -0.03 -0.05 -0.11
H 5.234 1.824 1.763 0.43 0.23 0.38
H -5.706 -1.264 0.370 -0.37 0.35 -0.29
H 0.616 -3.593 -0.556 -0.65 0.50 0.09
H -3.400 -2.005 2.709 0.80 -0.05 -0.05
H -2.170 0.390 -5.517 0.30 -0.01 0.83
H 2.640 0.098 -2.527 0.38 -0.21 -0.94
H 1.210 2.492 -1.240 0.24 0.13 -0.26
```
Forces are in eV/Å.

For the HOMO-LUMO gap, the calculation gives 9.0 eV. Its maximum force is 5.5 eV/A.

Here are the natural (NBO) charges for atoms 1 to 4, given in e: atom 1 (Rb): 0.980, atom 2 (S): 2.644, atom 3 (O): -0.773, atom 4 (O): -1.129